Arrangement one

ORCA calculation (wB97M-V/def2-TZVPD) on a 2-piece molecular cluster, C5H14NO overall.

CARTESIAN COORDINATES (ANGSTROEM)
C  -0.73  0.97  2.71
N  -1.49  -0.29  2.42
C  -1.40  -0.75  1.03
H  0.28  0.74  2.33
H  -1.18  1.88  2.26
H  -0.77  1.05  3.80
H  -2.46  -0.12  2.61
H  -1.68  0.00  0.31
H  -2.04  -1.67  0.85
H  -0.37  -1.05  0.86
C  1.61  -0.85  -2.68
O  2.47  0.10  -3.07
C  0.45  -0.22  -1.77
C  0.98  0.81  -0.81
H  2.09  -1.62  -1.99
H  1.07  -1.43  -3.46
H  -0.09  -1.05  -1.20
H  -0.25  0.21  -2.46
H  0.22  1.45  -0.32
H  1.66  1.43  -1.41
H  1.61  0.41  0.00

The HOMO-LUMO gap comes out at 5.5 eV. The charge is -1. The LUMO energy comes out at 3.36 eV.



Arrangement two

ORCA calculation (wB97M-V/def2-TZVPD) on a 2-piece molecular cluster, C5H14NO overall.

CARTESIAN COORDINATES (ANGSTROEM)
C  -2.19  0.05  1.44
C  -1.79  1.26  0.61
C  -0.49  1.87  1.11
H  -1.45  -0.73  1.21
H  -3.17  -0.36  1.18
H  -2.16  0.25  2.51
H  -2.59  2.02  0.65
H  -1.65  0.93  -0.42
H  -0.27  2.81  0.60
H  -0.56  2.09  2.19
H  0.32  1.15  0.95
C  2.60  -0.46  -1.37
N  1.85  -1.67  -1.71
C  0.65  -1.79  -0.79
O  0.00  -0.64  -0.56
H  1.96  0.43  -1.34
H  3.41  -0.32  -2.09
H  3.04  -0.61  -0.38
H  1.42  -1.48  -2.62
H  1.03  -2.26  0.15
H  0.01  -2.54  -1.31

The HOMO-LUMO gap comes out at 7.0 eV. The charge is -1. The LUMO energy comes out at 4.27 eV.



Arrangement three

ORCA calculation (wB97M-V/def2-TZVPD) on a 2-piece molecular cluster, C5H14NO overall.

CARTESIAN COORDINATES (ANGSTROEM)
C  1.45  1.96  1.37
N  1.53  0.58  0.94
C  2.11  0.52  -0.38
H  2.44  2.41  1.39
H  0.82  2.56  0.71
H  1.00  2.02  2.36
H  0.54  0.27  0.81
H  1.59  1.17  -1.11
H  2.09  -0.50  -0.75
H  3.15  0.85  -0.37
C  -1.38  -0.03  -1.07
O  -1.08  0.65  0.06
C  -1.97  -1.43  -0.80
C  -0.98  -2.31  -0.07
H  -0.49  -0.23  -1.73
H  -2.11  0.51  -1.71
H  -2.31  -1.89  -1.74
H  -2.85  -1.29  -0.16
H  -1.36  -3.33  0.07
H  -0.80  -1.87  0.91
H  -0.01  -2.35  -0.56

The HOMO-LUMO gap comes out at 7.0 eV. The charge is -1. The LUMO energy comes out at 4.29 eV.



Tell me which of them is the least stable. Sure, it is arrangement one.



Arrangement one

ORCA calculation (wB97M-V/def2-TZVPD) on C11H9Br2F6N4O5PbS3 as an isolated structure.

CARTESIAN COORDINATES (ANGSTROEM)
Pb  -1.00  1.36  -0.27
N  0.31  4.95  -2.93
C  0.14  3.84  -2.13
S  -1.52  3.46  -1.75
N  1.20  3.21  -1.79
N  1.13  2.04  -1.07
C  2.29  1.47  -0.98
C  2.69  0.25  -0.37
C  4.09  0.06  -0.30
C  4.66  -1.07  0.22
C  3.82  -2.10  0.65
C  2.45  -1.97  0.57
C  1.84  -0.79  0.10
O  0.53  -0.69  0.09
H  -0.47  5.58  -2.97
H  1.24  5.34  -2.94
H  3.09  2.02  -1.48
H  4.72  0.86  -0.65
H  5.73  -1.17  0.28
H  4.25  -3.01  1.06
H  1.81  -2.77  0.90
Br  -0.59  3.19  2.16
C  -1.94  2.27  3.20
Br  -3.60  2.20  2.24
H  -2.09  2.83  4.12
H  -1.59  1.26  3.36
F  -3.38  -3.42  -1.81
C  -2.90  -2.24  -2.23
F  -3.84  -1.31  -2.00
F  -2.76  -2.34  -3.56
S  -1.29  -1.77  -1.37
O  -1.13  -0.45  -1.99
O  -0.39  -2.81  -1.74
N  -1.99  -1.82  0.06
S  -1.25  -1.96  1.46
O  -1.13  -0.74  2.24
O  -0.43  -3.08  1.78
C  -2.86  -2.56  2.28
F  -3.88  -1.71  2.09
F  -2.71  -2.66  3.62
F  -3.25  -3.77  1.85

The HOMO-LUMO gap comes out at 7.2 eV. The charge is -1. The LUMO energy comes out at 2.22 eV.



Arrangement two

ORCA calculation (wB97M-V/def2-TZVPD) on C11H9Br2F6N4O5PbS3 as an isolated structure.

CARTESIAN COORDINATES (ANGSTROEM)
Pb  1.69  -0.23  0.08
N  3.72  -2.67  3.60
C  2.95  -1.94  2.71
S  3.69  -1.68  1.14
N  1.80  -1.57  3.14
N  0.93  -0.90  2.26
C  -0.25  -0.77  2.79
C  -1.46  -0.18  2.27
C  -2.50  -0.04  3.21
C  -3.74  0.46  2.87
C  -3.97  0.80  1.51
C  -2.98  0.65  0.57
C  -1.68  0.19  0.92
O  -0.79  0.12  0.03
H  4.70  -2.72  3.39
H  3.45  -2.60  4.57
H  -0.33  -1.18  3.79
H  -2.31  -0.33  4.24
H  -4.51  0.58  3.61
H  -4.94  1.18  1.21
H  -3.16  0.90  -0.47
Br  2.86  2.43  1.46
C  2.98  3.36  -0.24
Br  4.02  2.41  -1.55
H  3.46  4.30  -0.05
H  1.97  3.46  -0.62
F  -0.61  -2.26  -4.66
C  0.06  -2.58  -3.56
F  1.36  -2.35  -3.76
F  -0.10  -3.88  -3.33
S  -0.55  -1.65  -2.11
O  0.39  -2.10  -1.09
O  -1.92  -2.03  -1.96
N  -0.22  -0.23  -2.73
S  -0.79  1.21  -2.40
O  0.00  1.93  -1.43
O  -2.22  1.32  -2.30
C  -0.33  1.99  -3.98
F  0.97  1.85  -4.25
F  -0.61  3.29  -3.90
F  -1.03  1.47  -5.00

The HOMO-LUMO gap comes out at 6.8 eV. The charge is -1. The LUMO energy comes out at 2.17 eV.



Tell me which of them is the least stable. Sure, it is arrangement one.